Entry from the Open Molecules 2025 dataset: a 17-piece molecular cluster, C81H182N10O20 overall at a distorted geometry (the ωB97M-V functional and the def2-TZVPD basis).

Each atom is followed by the atoms it is bonded to, with distances in Å.
Atoms and positions in Å:
1 H -6.59 -7.87 -3.20  C177 1.144
2 H -7.23 -0.49 -2.46  C47 1.089
3 C -3.91 1.88 3.17  C14 1.602, H227 1.096, C231 1.557, H289 1.100
4 H -0.75 2.21 7.66  C167 1.055
5 C -4.26 0.88 -3.63  C81 1.528, H86 1.070, H222 1.092, H271 1.084
6 H -4.20 -1.24 3.83  C87 1.085
7 H -4.51 -6.75 -5.65  C153 1.074
8 H -2.47 1.55 1.53  C231 1.096
9 C 1.80 0.21 -1.58  H169 1.102, H236 1.107, N240 1.520, H263 1.079
10 N -7.21 -1.91 0.50  C64 1.508, C95 1.536, C115 1.496, C245 1.528
11 H 6.71 -1.89 -1.03  C135 1.095
12 H 6.53 -0.28 -3.91  C137 1.071
13 C -0.27 -7.31 -0.06  H63 1.085, H138 1.077, C186 1.531, O202 1.393
14 C -2.81 1.67 4.33  C3 1.602, H57 1.067, C76 1.535, H276 1.107
15 H -1.02 -1.10 0.28  C175 1.095
16 C -5.31 -2.48 -4.80  O100 1.213, C180 1.511, O194 1.370
17 H 3.33 -4.19 0.53  C232 1.094
18 C -0.83 4.28 2.30  C121 1.469, O191 1.257, O215 1.262
19 H 1.88 -6.31 -1.04  C285 1.110
20 H 3.37 10.60 -0.36  C168 1.075
21 C 1.69 1.92 -6.23  H40 1.101, N152 1.431, H216 1.096, H229 1.082
22 H -0.45 2.67 -0.92  C192 1.083
23 H -8.73 -3.29 0.32  C64 1.089
24 H -3.64 -8.42 3.11  C150 1.096
25 H -2.34 -0.98 8.79  C104 1.084
26 H 8.43 2.27 -2.03  C200 1.085
27 H 2.46 -0.08 2.44  C226 1.040
28 C -8.18 -2.38 -1.71  C47 1.543, C64 1.564, H247 1.078, H256 1.088
29 H 5.45 -0.40 -2.22  C262 1.075
30 H -3.06 -0.68 -0.82  C33 1.111
31 H 8.88 -1.21 -0.15  C195 1.090
32 H -0.98 0.08 8.65  C104 1.106
33 C -2.39 -1.46 -1.25  H30 1.111, C74 1.572, C175 1.503, H237 1.075
34 H -0.28 -0.63 5.44  C259 1.101
35 H 1.40 3.75 -7.07  N152 1.014
36 H -3.44 6.37 -5.33  C106 1.087
37 H -8.26 -6.87 -5.08  C185 1.121
38 C 4.52 1.97 3.98  O69 1.295, O274 1.288, C283 1.479
39 H 0.83 2.77 -2.04  C192 1.081
40 H 2.09 1.42 -5.33  C21 1.101
41 H -1.36 8.07 -1.62  C272 1.071
42 H -3.70 -3.64 -5.68  C180 1.071
43 H -2.03 5.39 -5.86  C106 1.088
44 H 1.46 -1.45 -4.97  C242 1.089
45 C -3.37 2.13 8.16  N110 1.497, C112 1.590, H179 1.096, H211 1.072
46 O 2.58 4.11 -4.16  C181 1.234
47 C -7.75 -0.91 -1.59  H2 1.089, C28 1.543, C115 1.509, H233 1.102
48 N 7.15 0.69 -2.23  C137 1.492, C200 1.460, C208 1.505, C262 1.459
49 C -0.73 0.31 -1.24  H66 1.088, C175 1.479, H184 1.107, N240 1.485
50 H -5.67 -1.10 -0.68  C115 1.095
51 H 3.96 0.04 4.75  N171 1.028
52 H 6.34 -1.04 0.49  C135 1.112
53 H -2.17 -7.51 -4.87  C55 1.133
54 H 5.87 13.25 1.35  C255 1.060
55 C -2.83 -6.70 -4.42  H53 1.133, O108 1.460, C153 1.500, H238 1.114
56 H -1.26 6.08 3.23  C121 1.092
57 H -1.95 2.27 4.13  C14 1.067
58 H 6.04 6.47 0.59  C102 1.102
59 H 6.59 2.68 -2.05  C200 1.088
60 H 1.60 5.98 -6.59  C209 1.102
61 H 3.67 5.39 0.83  C120 1.095
62 H 4.99 11.78 3.64  C252 1.059
63 H -0.35 -6.40 0.51  C13 1.085
64 C -7.88 -2.99 -0.30  N10 1.508, H23 1.089, C28 1.564, H239 1.071
65 H -3.49 4.64 -5.09  C106 1.096
66 H -1.48 0.94 -0.77  C49 1.088
67 H -7.66 -7.77 -7.43  C249 1.066
68 H -9.03 -0.78 0.97  C95 1.093
69 O 4.11 1.65 5.16  C38 1.295
70 O 0.62 -3.57 0.35  C119 1.277
71 H -2.61 7.54 -3.58  N261 1.000
72 H -4.89 -6.22 -2.79  N165 0.992
73 H -3.10 -3.41 2.71  C221 1.072
74 C -2.81 -2.87 -0.70  C33 1.572, H156 1.120, H196 1.099, H280 1.083
75 H 0.81 -1.95 4.88  C259 1.080
76 C -3.49 2.09 5.64  C14 1.535, H101 1.074, N110 1.507, H279 1.097
77 H -4.51 -4.30 3.19  C221 1.116
78 H -2.03 1.63 9.86  C112 1.082
79 H -0.83 -9.81 1.10  N286 1.048
80 H -5.69 -0.67 1.96  C124 1.090
81 C -3.24 1.72 -2.86  C5 1.528, O128 1.345, O187 1.178
82 H 4.50 -3.40 7.09  C154 1.102
83 O 0.93 -4.39 2.52  C119 1.251
84 H 8.74 1.73 -4.07  C253 1.111
85 C 1.77 -2.98 7.36  H113 1.108, H210 1.053, O223 1.364, H251 1.084
86 H -4.47 1.42 -4.53  C5 1.070
87 C -4.72 -2.07 3.35  H6 1.085, H117 1.128, C124 1.526, C221 1.544
88 H -3.63 0.82 9.90  C112 1.090
89 H -0.11 1.18 0.99  C109 1.080
90 H -2.64 -8.92 4.50  C150 1.105
91 H 5.30 9.78 2.72  C269 1.087
92 O 4.74 -1.59 -4.37  C125 1.244
93 H -4.94 -10.70 2.80  C213 1.079
94 H -1.32 -6.30 -6.39  C130 1.096
95 C -8.24 -1.33 1.49  N10 1.536, H68 1.093, H176 1.106, H273 1.089
96 H 8.36 -0.90 -2.56  C208 1.072
97 H 6.05 0.41 -6.21  C158 1.091
98 H 5.65 6.61 -1.17  C102 1.081
99 H 3.32 5.61 -6.59  C209 1.090
100 O -5.76 -1.42 -4.44  C16 1.213
101 H -3.71 3.13 5.76  C76 1.074
102 C 5.25 6.58 -0.16  H58 1.102, H98 1.081, C120 1.484, C235 1.521
103 N 5.26 10.44 0.67  C161 1.540, C168 1.472, C257 1.536, C269 1.518
104 C -2.08 0.02 8.48  H25 1.084, H32 1.106, C112 1.553, C182 1.517
105 H -0.64 -9.13 3.08  C122 1.078
106 C -2.82 5.50 -5.11  H36 1.087, H43 1.088, H65 1.096, C204 1.520
107 H 2.64 6.28 -5.11  C209 1.087
108 O -2.53 -5.43 -5.06  C55 1.460, C130 1.387
109 C 0.81 0.74 0.62  H89 1.080, C198 1.536, N240 1.527, H244 1.079
110 N -2.69 1.76 6.88  C45 1.497, C76 1.507, C167 1.503, C182 1.521
111 H -0.15 7.24 -2.48  C272 1.088
112 C -2.80 1.14 9.27  C45 1.590, H78 1.082, H88 1.090, C104 1.553
113 H 1.05 -3.45 6.67  C85 1.108
114 H 4.83 11.25 -1.23  C168 1.087
115 C -6.73 -0.90 -0.48  N10 1.496, C47 1.509, H50 1.095, H214 1.102
116 H 5.11 -1.07 6.47  C203 1.094
117 H -5.69 -2.04 3.91  C87 1.128
118 H -4.46 -8.07 -4.55  C153 1.086
119 C 1.24 -3.94 1.40  O70 1.277, O83 1.251, C232 1.668
120 C 4.32 5.43 -0.05  H61 1.095, C102 1.484, H133 1.111, H144 1.103
121 C -1.81 5.21 2.87  C18 1.469, H56 1.092, H170 1.091, H228 1.103
122 C -1.51 -8.62 2.70  H105 1.078, C150 1.532, H218 1.081, N286 1.551
123 H -2.44 -9.73 1.22  N286 1.018
124 C -5.14 -1.62 1.95  H80 1.090, C87 1.526, C245 1.511, H267 1.089
125 C 3.59 -1.13 -4.41  O92 1.244, O155 1.333, C242 1.477
126 H 8.24 2.35 -6.36  C293 1.096
127 H 5.94 1.26 -3.84  C137 1.096
128 O -2.30 2.03 -3.77  C81 1.345, H281 0.981
129 H -1.46 -8.90 -0.84  C186 1.073
130 C -1.27 -5.52 -5.63  H94 1.096, O108 1.387, H134 1.104, H254 1.123
131 H 2.88 -0.71 5.50  N171 1.030
132 H 2.08 1.88 1.98  C198 1.068
133 H 3.53 5.52 -0.83  C120 1.111
134 H -0.94 -4.59 -6.12  C130 1.104
135 C 6.75 -0.91 -0.54  H11 1.095, H52 1.112, C195 1.508, C262 1.546
136 H 6.08 9.20 -0.80  C161 1.083
137 C 6.88 0.71 -3.70  H12 1.071, N48 1.492, H127 1.096, C253 1.526
138 H 0.55 -7.88 0.35  C13 1.077
139 H 5.74 3.59 4.46  C283 1.083
140 H -5.02 -3.39 -6.73  C180 1.078
141 H -0.26 -1.84 -1.15  C175 1.116
142 H 7.15 0.75 -7.54  C158 1.082
143 H -4.60 -10.82 4.43  C213 1.077
144 H 4.84 4.50 -0.32  C120 1.103
145 H 0.65 -5.05 -0.91  C285 1.103
146 H 3.95 12.48 2.37  C252 1.093
147 H 6.91 11.59 -0.12  C257 1.104
148 H 6.85 2.71 -5.22  C293 1.071
149 H 8.59 0.19 -4.96  C253 1.121
150 C -2.80 -9.05 3.41  H24 1.096, H90 1.105, C122 1.532, O172 1.437
151 H 3.78 8.11 -0.32  C235 1.103
152 N 1.83 3.35 -6.25  C21 1.431, H35 1.014, C181 1.376
153 C -4.28 -7.00 -4.63  H7 1.074, C55 1.500, H118 1.086, N165 1.533
154 C 3.96 -2.91 6.27  H82 1.102, C203 1.497, O223 1.433, H246 1.131
155 O 3.31 0.15 -4.14  C125 1.333
156 H -2.71 -2.89 0.42  C74 1.120
157 H 6.54 8.75 0.83  C161 1.104
158 C 6.57 1.20 -6.75  H97 1.091, H142 1.082, H230 1.095, C293 1.539
159 H -3.47 -0.25 7.04  C182 1.076
160 H -5.56 -3.15 0.51  C245 1.096
161 C 5.68 9.03 0.19  N103 1.540, H136 1.083, H157 1.104, C235 1.493
162 H 7.28 10.63 1.32  C257 1.078
163 H 9.21 0.57 -2.11  C208 1.090
164 H 2.13 -2.44 -3.71  C242 1.106
165 N -5.23 -6.21 -3.72  H72 0.992, C153 1.533, C177 1.509
166 H -7.59 -9.44 -7.03  C249 1.100
167 C -1.34 2.43 6.81  H4 1.055, N110 1.503, H250 1.096, H290 1.054
168 C 4.33 11.07 -0.28  H20 1.075, N103 1.472, H114 1.087, H199 1.066
169 H 2.59 -0.09 -0.87  C9 1.102
170 H -2.48 4.82 3.65  C121 1.091
171 N 3.72 -0.94 4.93  H51 1.028, H131 1.030, C203 1.482, C220 1.451
172 O -2.92 -10.45 3.08  C150 1.437, C213 1.429
173 H 2.92 1.11 0.67  C198 1.110
174 H 5.16 3.63 2.74  C283 1.117
175 C -1.00 -1.08 -0.81  H15 1.095, C33 1.503, C49 1.479, H141 1.116
176 H -7.72 -0.69 2.23  C95 1.106
177 C -6.60 -6.85 -3.72  H1 1.144, N165 1.509, C185 1.533, H219 1.082
178 H -4.08 -12.09 3.34  C213 1.071
179 H -3.15 3.17 8.39  C45 1.096
180 C -4.44 -2.92 -5.96  C16 1.511, H42 1.071, H140 1.078, H265 1.080
181 C 2.27 4.28 -5.34  O46 1.234, N152 1.376, C209 1.492
182 C -2.52 0.26 7.05  C104 1.517, N110 1.521, H159 1.076, H268 1.066
183 H -5.22 -4.40 -4.19  O194 1.100
184 H -0.96 0.45 -2.31  C49 1.107
185 C -7.15 -6.96 -5.15  H37 1.121, C177 1.533, O234 1.419, H292 1.076
186 C -1.51 -8.21 -0.01  C13 1.531, H129 1.073, H207 1.077, N286 1.561
187 O -3.31 2.23 -1.81  C81 1.178
188 H 3.44 -3.72 2.17  C232 1.104
189 H -6.66 -3.22 1.98  C245 1.101
190 H -3.55 -3.48 4.44  C221 1.086
191 O -0.02 4.75 1.46  C18 1.257
192 C 0.58 2.37 -1.07  H22 1.083, H39 1.081, N240 1.529, C270 1.572
193 H -4.27 1.25 1.06  C231 1.113
194 O -5.51 -3.41 -3.81  C16 1.370, H183 1.100
195 C 8.17 -0.43 -0.43  H31 1.090, C135 1.508, C208 1.481, H241 1.066
196 H -2.14 -3.59 -1.18  C74 1.099
197 O -1.31 4.67 -3.45  C204 1.252
198 C 1.99 1.66 0.94  C109 1.536, H132 1.068, H173 1.110, C270 1.555
199 H 4.23 12.08 0.02  C168 1.066
200 C 7.41 2.04 -1.73  H26 1.085, N48 1.460, H59 1.088, H248 1.092
201 H 2.87 -2.46 1.08  C232 1.090
202 O -0.01 -7.02 -1.40  C13 1.393, C285 1.423
203 C 4.70 -1.73 5.70  H116 1.094, C154 1.497, N171 1.482, H212 1.093
204 C -2.07 5.60 -3.79  C106 1.520, O197 1.252, N261 1.351
205 H 4.14 4.10 4.05  C283 1.070
206 H 3.08 -2.55 3.90  C220 1.094
207 H -2.34 -7.54 -0.13  C186 1.077
208 C 8.38 -0.08 -1.86  N48 1.505, H96 1.072, H163 1.090, C195 1.481
209 C 2.44 5.63 -5.95  H60 1.102, H99 1.090, H107 1.087, C181 1.492
210 H 1.26 -2.28 7.96  C85 1.053
211 H -4.43 2.00 8.09  C45 1.072
212 H 5.57 -1.90 5.05  C203 1.093
213 C -4.16 -11.03 3.47  H93 1.079, H143 1.077, O172 1.429, H178 1.071
214 H -6.75 0.07 0.05  C115 1.102
215 O -0.91 3.05 2.59  C18 1.262
216 H 0.61 1.74 -6.31  C21 1.096
217 O 1.27 -0.13 4.10  C226 1.495, C259 1.441
218 H -1.46 -7.55 2.76  C122 1.081
219 H -7.23 -6.21 -3.12  C177 1.082
220 C 3.36 -1.52 3.65  N171 1.451, H206 1.094, C226 1.571, H288 1.091
221 C -3.91 -3.38 3.42  H73 1.072, H77 1.116, C87 1.544, H190 1.086
222 H -3.68 0.01 -3.94  C5 1.092
223 O 2.73 -2.30 6.66  C85 1.364, C154 1.433
224 H 1.17 3.60 0.67  C270 1.104
225 H -0.53 -1.36 3.87  C259 1.128
226 C 2.09 -0.82 3.06  H27 1.040, O217 1.495, C220 1.571, H282 1.096
227 H -3.94 2.95 2.92  C3 1.096
228 H -2.39 5.59 2.01  C121 1.103
229 H 2.27 1.39 -6.97  C21 1.082
230 H 5.91 1.88 -7.29  C158 1.095
231 C -3.47 1.22 1.84  C3 1.557, H8 1.096, H193 1.113, H258 1.117
232 C 2.86 -3.54 1.26  H17 1.094, C119 1.668, H188 1.104, H201 1.090
233 H -8.54 -0.15 -1.44  C47 1.102
234 O -6.67 -8.18 -5.70  C185 1.419, C249 1.393
235 C 4.68 7.92 0.29  C102 1.521, H151 1.103, C161 1.493, H278 1.120
236 H 1.51 -0.74 -2.07  C9 1.107
237 H -2.54 -1.32 -2.31  C33 1.075
238 H -2.52 -6.71 -3.35  C55 1.114
239 H -7.12 -3.75 -0.28  C64 1.071
240 N 0.61 0.85 -0.89  C9 1.520, C49 1.485, C109 1.527, C192 1.529
241 H 8.27 0.39 0.25  C195 1.066
242 C 2.38 -1.94 -4.66  H44 1.089, C125 1.477, H164 1.106, H275 1.073
243 H 1.09 -5.87 -2.56  C285 1.090
244 H 0.92 -0.31 0.85  C109 1.079
245 C -6.09 -2.59 1.28  N10 1.528, C124 1.511, H160 1.096, H189 1.101
246 H 3.69 -3.70 5.51  C154 1.131
247 H -9.22 -2.44 -1.99  C28 1.078
248 H 7.47 2.04 -0.64  C200 1.092
249 C -7.01 -8.50 -7.01  H67 1.066, H166 1.100, O234 1.393, H264 1.112
250 H -1.52 3.51 6.73  C167 1.096
251 H 2.14 -3.74 8.04  C85 1.084
252 C 4.82 11.86 2.60  H62 1.059, H146 1.093, C255 1.592, C269 1.564
253 C 8.02 1.09 -4.63  H84 1.111, C137 1.526, H149 1.121, C293 1.515
254 H -0.50 -5.73 -4.83  C130 1.123
255 C 6.13 12.35 1.84  H54 1.060, C252 1.592, C257 1.510, H277 1.093
256 H -7.58 -2.85 -2.49  C28 1.088
257 C 6.54 11.27 0.87  N103 1.536, H147 1.104, H162 1.078, C255 1.510
258 H -3.35 0.12 2.00  C231 1.117
259 C 0.28 -1.05 4.60  H34 1.101, H75 1.080, O217 1.441, H225 1.128
260 H 2.52 3.29 -0.44  C270 1.094
261 N -2.12 6.79 -3.15  H71 1.000, C204 1.351, C272 1.436
262 C 6.05 0.10 -1.48  H29 1.075, N48 1.459, C135 1.546, H291 1.101
263 H 2.23 0.82 -2.37  C9 1.079
264 H -6.09 -8.59 -7.63  C249 1.112
265 H -4.08 -1.98 -6.35  C180 1.080
266 H -0.95 6.28 -1.46  C272 1.111
267 H -4.27 -1.56 1.31  C124 1.089
268 H -1.85 -0.02 6.27  C182 1.066
269 C 4.69 10.40 2.07  H91 1.087, N103 1.518, C252 1.564, H287 1.081
270 C 1.63 2.85 0.01  C192 1.572, C198 1.555, H224 1.104, H260 1.094
271 H -5.13 0.74 -2.99  C5 1.084
272 C -1.18 7.14 -2.12  H41 1.071, H111 1.088, N261 1.436, H266 1.111
273 H -8.76 -2.16 1.95  C95 1.089
274 O 4.66 1.19 2.96  C38 1.288
275 H 2.51 -2.77 -5.33  C242 1.073
276 H -2.49 0.61 4.37  C14 1.107
277 H 6.97 12.60 2.49  C255 1.093
278 H 4.17 7.95 1.28  C235 1.120
279 H -4.48 1.63 5.76  C76 1.097
280 H -3.83 -3.14 -0.92  C74 1.083
281 H -1.74 2.76 -3.43  O128 0.981
282 H 1.34 -1.49 2.62  C226 1.096
283 C 4.90 3.39 3.80  C38 1.479, H139 1.083, H174 1.117, H205 1.070
284 H 6.50 1.47 1.27  no bonds
285 C 0.93 -5.95 -1.48  H19 1.110, H145 1.103, O202 1.423, H243 1.090
286 N -1.61 -9.13 1.24  H79 1.048, C122 1.551, H123 1.018, C186 1.561
287 H 3.67 10.05 2.01  C269 1.081
288 H 4.22 -1.42 2.98  C220 1.091
289 H -4.91 1.55 3.47  C3 1.100
290 H -0.82 2.12 5.95  C167 1.054
291 H 5.46 0.90 -1.01  C262 1.101
292 H -6.78 -6.18 -5.78  C185 1.076
293 C 7.43 1.96 -5.72  H126 1.096, H148 1.071, C158 1.539, C253 1.515

## Properties
**Total energy**: -5246.158297 Ha
**Molar mass**: 1616.4 g/mol
**HOMO**: -13.41 eV
**Gap between HOMO and LUMO**: 2.010 eV
**Net charge**: +4
**F_max**: 4.7 eV Å⁻¹